C3H5NOS | ωB97M-V/def2-TZVPD

```
! RIJCOSX wB97M-V def2-TZVPD def2/J DEFGRID3
* xyz 0 3
C 1.341 -0.101 0.385
C -0.239 -1.475 -0.248
C 0.381 1.003 0.194
N 0.966 -1.278 0.188
O -2.288 0.249 0.446
S -1.066 0.042 -0.305
H 2.316 -0.079 0.791
H -0.667 -2.325 -0.493
H 0.172 1.542 1.240
H 0.786 1.769 -0.545
H -1.701 0.652 -1.654
*
```

As for the energy above the lowest of the compared OMol25 structures with the same formula, charge and spin: 306.3 kJ/mol. The calculation puts the largest force on an atom at 6.2 eV Å⁻¹. Its HOMO-LUMO gap (spin up / spin down) is 6.2 / 8.3 eV.

Here is what Mulliken gives for the atomic charges, in e:
1. C -0.36
2. C -0.22
3. C -0.27
4. N -0.50
5. O -0.56
6. S 0.33
7. H 0.46
8. H 0.58
9. H 0.26
10. H 0.30
11. H 0.01